This record from OMol25 describes a cluster of 6 separate species, C38H84N8O6 in total at a distorted geometry. The level of theory is ωB97M-V/def2-TZVPD.

```
136
Properties=species:S:1:pos:R:3:forces:R:3:mulliken_charge:R:1
C 4.012798 0.639889 6.243347 -1.06 0.23 -1.13 -1.70
C 5.410013 1.248027 6.017386 -0.33 1.62 0.80 2.00
C 5.458609 2.659777 6.639279 -0.66 0.10 0.59 -1.37
C 5.396976 2.621590 8.174364 0.35 1.28 -0.41 -0.63
C 6.523235 1.841704 8.813824 -0.03 -1.17 -0.73 -0.92
C 6.727526 0.439981 8.120832 -1.27 0.49 1.18 1.49
N 6.473369 0.520660 6.688970 1.36 -0.03 -1.75 -0.23
O 6.663731 -0.740763 6.034339 -0.53 0.27 0.73 -0.05
C 8.135466 -0.086440 8.328199 0.27 -0.86 0.06 -1.89
C 5.667060 -0.467925 8.806630 -0.37 -0.29 -0.88 -1.60
C 5.618088 1.430414 4.505400 -0.20 -1.31 0.79 -1.76
H 4.008023 -0.449423 6.164430 0.08 -0.06 0.82 0.34
H 3.277899 0.855777 5.451280 0.61 0.39 -0.43 0.42
H 3.462316 1.092444 7.066497 0.40 -0.71 0.65 0.36
H 6.308247 3.262669 6.310954 0.39 -0.51 -0.03 0.46
H 4.607696 3.252675 6.287435 -0.19 -0.25 -0.06 0.40
H 4.404362 2.330205 8.515739 0.07 -0.22 0.06 0.27
H 5.550165 3.657345 8.497425 -0.40 0.01 0.13 0.40
H 6.229408 1.585724 9.829748 0.34 0.32 0.21 0.31
H 7.433098 2.442150 8.843833 0.10 -0.14 -0.19 0.36
H 8.391281 -0.246267 9.378546 -0.12 0.63 0.12 0.42
H 8.257855 -1.098683 7.933440 -0.27 0.11 -0.33 0.26
H 8.874262 0.525457 7.812721 -0.02 0.21 0.20 0.44
H 5.561834 -0.353814 9.884044 0.73 -0.47 0.11 0.41
H 4.659583 -0.226228 8.470548 0.04 0.30 -0.24 0.42
H 5.813065 -1.490176 8.447010 0.08 -0.22 0.69 0.33
H 4.794996 2.062753 4.179081 0.25 0.22 -0.27 0.41
H 5.459092 0.434654 4.088543 0.25 0.19 -0.51 -0.14
H 6.607699 1.803619 4.253159 -0.05 0.10 -0.03 0.54
H 5.892569 -1.258008 6.324079 0.19 -0.26 -0.24 0.26
C -1.694456 0.210972 -2.790026 -0.44 -0.23 -0.05 -1.60
C -0.740143 1.411931 -2.680630 -0.10 -0.05 -1.41 1.85
C 0.669824 1.024333 -2.327597 0.79 -2.13 1.20 -1.52
C 1.504302 0.248062 -3.354275 -1.61 1.99 -0.81 -0.12
C 1.644356 1.285581 -4.486128 1.54 -1.64 -0.75 -1.59
C 0.274073 1.730084 -5.032739 -0.71 0.25 -0.35 1.90
N -0.631896 2.162148 -3.962327 1.46 0.37 1.71 0.39
O -1.839893 2.716018 -4.385272 -0.48 -0.43 -0.53 -0.53
C 0.501412 2.946639 -5.917895 0.64 0.70 -0.87 -2.14
C -0.335821 0.591925 -5.908627 0.29 0.99 -0.37 -1.75
C -1.240159 2.374550 -1.627448 0.12 0.82 0.49 -2.09
H -2.721987 0.568204 -2.698756 0.00 -0.08 0.20 0.41
H -1.503938 -0.562246 -2.042599 -0.06 0.27 0.29 0.33
H -1.687650 -0.322706 -3.737819 0.34 0.23 -0.15 0.31
H 1.218620 1.902906 -1.986082 0.10 -0.06 -0.01 0.39
H 0.646487 0.266285 -1.530606 -0.46 0.75 0.64 0.49
H 0.904088 -0.546679 -3.804846 0.12 -0.30 0.42 0.46
H 2.367375 -0.173135 -2.847516 0.41 0.27 -0.48 -0.11
H 2.182003 0.779348 -5.303634 -0.47 0.01 -0.34 0.55
H 2.387279 2.069094 -4.309470 -0.68 0.53 0.72 0.35
H 1.317994 2.766115 -6.626321 -0.28 -0.36 -0.21 0.43
H -0.379279 3.260509 -6.478933 -0.07 -0.32 -0.04 0.44
H 0.861099 3.858102 -5.430120 -0.20 -0.30 0.70 0.45
H -1.256133 0.921544 -6.394726 -0.18 0.10 0.40 0.35
H 0.342593 0.440219 -6.751439 0.13 -0.51 0.19 0.45
H -0.540407 -0.302812 -5.334627 0.21 -0.22 -0.21 0.36
H -1.344799 1.951766 -0.626005 -0.38 -0.48 -0.25 0.38
H -2.163240 2.844249 -1.965062 -0.15 -0.16 0.28 0.47
H -0.518289 3.176653 -1.444033 0.07 0.05 -0.43 0.39
H -1.751383 3.666194 -4.250010 0.12 -0.05 0.02 0.35
C 5.650713 2.170966 0.260600 -0.52 -0.64 -0.41 -1.67
C 6.656934 1.779793 -0.854021 -0.58 0.02 0.88 1.04
C 7.694629 0.857978 -0.145599 -0.02 0.57 -1.48 -0.74
C 8.528722 0.128295 -1.182497 -1.15 -0.91 -0.03 -0.83
C 7.592372 -0.682709 -2.107338 2.10 -0.99 -0.46 -1.22
C 6.563978 0.114697 -2.858282 0.08 1.65 -0.11 1.67
N 5.920942 1.000220 -1.851681 0.39 -1.47 0.65 0.56
O 4.555813 1.285425 -2.015761 0.56 0.49 -0.94 -0.02
C 7.288931 0.999154 -3.932310 -0.12 0.11 0.43 -1.57
C 5.557606 -0.800913 -3.550930 -0.44 -0.23 0.35 -1.67
C 7.405182 3.048295 -1.311202 -0.54 -0.23 -0.29 -1.82
H 5.005485 1.342390 0.564395 0.38 -0.38 -0.11 0.23
H 4.884994 2.860419 -0.094707 0.51 0.70 0.27 0.42
H 6.177977 2.406087 1.184156 -0.03 0.72 -0.17 0.45
H 8.399168 1.479905 0.408422 -0.47 -0.04 0.64 0.51
H 7.086891 0.168578 0.441305 0.49 -0.15 0.36 0.12
H 9.221868 -0.548571 -0.680787 0.03 -0.08 -0.13 0.30
H 9.118663 0.786738 -1.818331 0.07 0.28 0.27 0.44
H 7.222588 -1.596667 -1.634862 -0.43 0.33 0.33 0.15
H 8.289069 -1.070149 -2.865253 -0.25 -0.21 -0.16 0.34
H 6.867836 2.007942 -3.932361 -0.43 -0.19 -0.42 0.27
H 8.328151 1.208616 -3.676068 0.10 -0.40 -0.05 0.27
H 7.240122 0.527094 -4.911910 0.08 0.19 -0.11 0.50
H 4.952452 -0.338886 -4.332706 0.00 0.36 0.21 0.45
H 6.013072 -1.664307 -4.038359 0.46 0.14 0.16 0.42
H 4.887481 -1.201818 -2.791514 -0.08 -0.05 -0.18 0.12
H 6.805488 3.768372 -1.873891 -0.34 -0.06 0.27 0.36
H 8.229831 2.815304 -1.983343 0.30 -0.03 0.36 0.34
H 7.717044 3.489557 -0.365530 0.43 0.41 -0.33 0.48
H 4.552739 1.825095 -2.824782 -0.56 0.11 0.24 0.25
C 8.588962 -2.705164 2.812876 1.28 0.89 -0.89 -1.73
C 9.077139 -4.089463 2.313159 -0.27 0.08 1.04 1.65
C 9.225351 -4.966581 3.552210 0.00 -1.27 1.28 -1.18
C 9.135354 -6.500023 3.363121 -1.21 0.95 0.40 -0.74
C 7.905501 -6.799055 2.520670 0.11 -0.26 -0.34 -1.09
C 7.890894 -6.053923 1.199672 0.92 -0.27 -1.50 1.39
N 7.971099 -4.604949 1.495922 -0.39 -0.76 0.94 0.92
O 7.761191 -3.772722 0.383157 0.34 -0.13 -0.66 -0.45
C 9.027659 -6.642153 0.312956 -0.37 -0.41 -0.11 -1.95
C 6.570366 -6.323904 0.412932 1.83 0.51 0.92 -1.58
C 10.468263 -4.012441 1.661376 -1.17 0.71 -1.75 -1.65
H 7.532221 -2.563644 3.034373 -0.03 -0.71 0.21 0.12
H 8.775283 -1.970271 2.020904 0.06 -0.01 0.00 0.21
H 9.190411 -2.367082 3.659587 -0.11 -0.11 0.12 0.45
H 10.158946 -4.820746 4.103925 0.17 0.66 -0.44 0.43
H 8.474261 -4.675652 4.295478 -0.27 -0.15 -0.19 0.29
H 8.942440 -6.963422 4.333997 0.28 0.11 0.13 0.42
H 10.040309 -6.970714 2.983338 0.03 0.21 -0.28 0.40
H 6.958274 -6.511727 2.984305 0.17 -0.26 0.63 0.30
H 7.946538 -7.879092 2.348553 -0.60 0.04 -0.28 0.34
H 9.140337 -6.089269 -0.620539 0.25 0.17 0.15 0.30
H 9.974273 -6.825419 0.818396 0.10 0.55 -0.01 0.41
H 8.736069 -7.659548 0.028441 -0.25 0.08 -0.10 0.49
H 5.826927 -5.721442 0.924087 -0.63 -0.34 -0.29 0.09
H 6.763554 -5.997742 -0.606281 -0.50 0.05 -0.08 0.36
H 6.449875 -7.403006 0.449482 -0.61 0.03 -0.04 0.56
H 10.330575 -3.448576 0.727715 0.21 0.28 0.17 0.30
H 10.800572 -4.971317 1.270201 0.29 -0.15 0.69 0.29
H 11.183398 -3.480166 2.280701 0.11 -0.24 0.12 0.41
H 6.819351 -3.530009 0.415612 0.07 -0.11 0.21 0.37
C 4.066204 -4.521241 3.958685 -1.23 0.25 2.11 0.43
O 3.423529 -4.657605 5.012075 0.10 -0.34 -1.29 -0.74
N 5.348135 -4.056417 4.058968 0.90 0.33 -0.71 0.14
N 3.603817 -4.683307 2.695948 1.19 0.02 0.62 -0.11
H 5.970599 -4.051713 3.257272 -0.01 -0.23 0.11 -0.21
H 5.777166 -4.191080 4.956696 -0.05 0.01 0.05 0.28
H 4.292295 -4.368544 2.020058 -0.97 -0.14 -0.67 0.05
H 2.652305 -4.936524 2.528626 -0.05 0.04 -0.12 0.21
C 4.683633 -1.905556 0.869936 -1.33 -1.89 0.03 0.57
O 4.999779 -3.104463 0.870536 0.89 0.80 -0.87 -0.89
N 4.179110 -1.208646 -0.182196 0.45 1.08 0.39 0.05
N 4.544881 -1.203264 2.048059 0.49 0.57 -0.25 -0.02
H 4.433254 -0.234384 -0.114163 -0.37 0.18 -0.21 -0.48
H 4.041447 -1.475733 -1.139571 0.33 -0.91 0.22 0.20
H 5.054688 -1.580628 2.834769 -0.42 -0.29 0.06 -0.07
H 3.568812 -0.984245 2.176405 0.16 0.38 0.49 0.21
```
Positions in Å, forces in eV/Å.

Values from the calculation:
**E_LUMO**: 0.3 eV
**Total charge**: 0
**HOMO**: -8.2 eV
**Structure (SMILES)**: CC1(C)CCCC(C)(C)N1O.CC1(C)CCCC(C)(C)N1O.CC1(C)CCCC(C)(C)N1O.CC1(C)CCCC(C)(C)N1O.NC(N)=O.NC(N)=O
**Energy**: -2387.593788 Ha
**Relative energy (zero: lowest compared OMol25 entry of this formula, charge and spin)**: 108.5 kJ/mol
**Orbital gap**: 8.508 eV

=====

This record from OMol25 describes a cluster of 2 separate species, C38H87N2O4P3 in total at a distorted geometry. The level of theory is ωB97M-V/def2-TZVPD.

```
134
Properties=species:S:1:pos:R:3:forces:R:3:mulliken_charge:R:1
C 9.067740 4.795944 -2.063687 0.12 -0.17 0.15 -1.14
C 9.479565 4.089737 -3.359151 -0.16 0.30 -0.01 -0.50
C 8.416155 4.206566 -4.464754 0.05 -0.23 0.02 -0.87
C 7.507250 2.969290 -4.606519 -0.30 0.42 0.10 -0.53
C 6.017073 3.320159 -4.532941 0.07 -0.42 0.06 -0.94
C 5.118735 2.063038 -4.495263 0.47 0.06 -0.03 -0.59
C 4.488605 1.734163 -3.124040 0.13 0.08 -0.57 -1.67
P 2.599897 1.442265 -3.079119 0.73 0.43 1.35 0.44
C 2.877298 -0.158611 -2.029508 -0.76 -0.63 -0.75 -0.31
C 3.479120 -1.327105 -2.825277 0.11 0.18 0.51 -1.64
C 1.621494 -0.691076 -1.330942 0.25 -0.26 0.81 -0.42
C 1.068677 0.241110 -0.239931 0.45 -0.08 -0.27 -0.57
P 2.043028 3.499919 -3.960399 -0.51 0.20 -0.33 -0.06
N 3.317292 4.549435 -3.370997 -0.17 -0.24 -0.08 -0.39
O 2.432861 3.474671 -5.601460 0.14 0.33 0.22 -0.67
O 2.590534 0.652988 -4.620047 0.08 -0.15 -0.19 -0.34
C 1.392604 0.121536 -5.027001 -0.65 -0.23 -0.17 -0.32
N 1.218947 0.338798 -6.468762 0.14 0.15 0.14 -0.62
C 0.239991 0.728093 -4.174387 -0.04 -0.44 -0.45 0.15
C -0.683536 1.724531 -4.863666 -0.26 0.19 0.13 -0.35
C -1.882406 2.085305 -3.964835 -0.13 0.29 -0.54 -0.90
C -3.240618 1.491698 -4.411726 0.04 0.53 0.34 -0.37
C -4.293404 2.555256 -4.785799 -0.21 -0.34 -0.36 -0.86
C -5.743417 2.150277 -4.461601 0.08 0.21 0.02 -0.68
C -6.580866 3.282115 -3.866745 -0.32 -0.34 -0.12 -0.87
C -7.892147 2.778944 -3.241486 0.07 0.36 0.22 -0.82
C -7.816263 2.635227 -1.726285 -0.02 0.03 -0.18 -0.64
O -8.307524 3.819065 -1.126542 -0.08 0.07 -0.02 -0.32
C -8.317044 3.727324 0.274530 0.29 -0.14 -0.07 -0.73
O 0.826852 1.206488 -3.021525 -0.20 0.03 -0.08 -0.34
H 7.991755 4.734028 -1.902978 -0.07 -0.01 -0.02 0.27
H 9.546183 4.341912 -1.194490 0.07 0.03 0.04 0.34
H 9.355007 5.847085 -2.070907 -0.13 0.09 -0.07 0.31
H 10.411886 4.527553 -3.717740 0.15 -0.09 0.09 0.35
H 9.671442 3.040800 -3.135431 0.07 -0.10 -0.15 0.35
H 8.904352 4.416832 -5.416650 0.00 0.01 -0.08 0.43
H 7.780541 5.067861 -4.248710 0.04 0.12 -0.03 0.45
H 7.706474 2.267208 -3.792415 0.13 -0.10 -0.03 0.34
H 7.714615 2.461570 -5.549549 0.06 -0.18 0.02 0.28
H 5.727582 3.947877 -5.376469 0.06 0.16 0.02 0.27
H 5.869597 3.904046 -3.625641 -0.16 0.16 -0.04 0.30
H 5.774405 1.229182 -4.769369 -0.15 -0.16 -0.11 0.56
H 4.376435 2.124861 -5.283124 -0.14 0.05 0.12 0.50
H 4.700958 2.552121 -2.433611 -0.14 0.07 0.04 0.63
H 5.027843 0.875043 -2.720680 -0.17 -0.07 0.14 0.78
H 2.450546 2.170681 -1.806502 -0.04 0.05 -0.11 0.05
H 3.579433 0.092817 -1.228936 0.10 0.30 -0.06 0.73
H 3.723029 -2.139124 -2.128688 0.07 -0.10 -0.06 0.52
H 4.392949 -1.039223 -3.340549 -0.02 -0.03 -0.17 0.31
H 2.764046 -1.721154 -3.543357 0.02 -0.01 -0.15 0.23
H 1.915594 -1.627011 -0.824724 0.01 -0.07 -0.06 0.52
H 0.843662 -0.972699 -2.039487 -0.03 0.08 -0.13 -0.10
H 0.315664 0.909938 -0.646315 -0.13 0.04 0.13 0.03
H 1.895879 0.855971 0.119333 -0.08 0.13 0.10 0.43
H 0.706332 -0.328070 0.620868 -0.30 0.03 0.00 -0.24
H 2.945500 5.490280 -3.414991 0.04 0.14 0.02 0.36
H 3.348044 4.333606 -2.375389 0.25 -0.02 0.07 0.27
H 2.081676 2.663703 -5.987755 0.04 -0.30 -0.10 0.36
H 1.340787 -0.964693 -4.831627 0.40 -0.01 0.10 0.01
H 1.882280 -0.258710 -6.947999 0.14 0.08 -0.08 0.27
H 0.303849 -0.000957 -6.740290 -0.09 0.06 -0.04 0.26
H -0.416804 -0.138664 -3.953831 0.00 0.04 0.31 0.22
H -1.066409 1.278726 -5.784482 0.00 -0.03 -0.07 0.39
H -0.182011 2.646072 -5.150510 0.26 -0.09 0.03 0.10
H -1.670468 1.827590 -2.928434 0.11 -0.08 0.04 0.22
H -1.984559 3.171159 -3.986797 0.05 0.06 0.15 0.41
H -3.093822 0.852209 -5.280793 -0.03 -0.34 0.13 0.30
H -3.653592 0.906898 -3.588422 0.00 -0.27 -0.09 0.30
H -4.245634 2.723010 -5.864180 0.18 0.22 -0.01 0.21
H -4.055131 3.513010 -4.324353 0.00 -0.01 0.21 0.56
H -6.248074 1.821105 -5.372634 -0.03 -0.18 0.01 0.29
H -5.755362 1.291156 -3.784872 0.06 0.01 0.13 0.44
H -6.823911 3.991125 -4.658250 0.16 0.16 0.00 0.32
H -6.008784 3.813019 -3.104969 0.05 0.12 0.00 0.50
H -8.202213 1.828709 -3.675172 0.06 -0.04 -0.16 0.42
H -8.682069 3.503828 -3.438815 -0.17 -0.10 0.00 0.41
H -6.772306 2.482331 -1.422556 0.02 -0.16 0.11 0.36
H -8.414013 1.787324 -1.371761 0.00 -0.08 0.03 0.46
H -8.861615 2.836846 0.606771 -0.15 0.02 0.04 0.30
H -7.295917 3.648440 0.665848 0.05 0.05 0.06 0.29
H -8.782916 4.622453 0.672493 -0.07 0.06 0.02 0.25
C -2.691511 -5.995613 7.886355 -0.03 0.08 -0.02 -1.42
C -3.385180 -4.889343 7.095775 0.07 -0.14 0.04 0.15
C -3.284268 -5.090097 5.583126 -0.11 0.27 0.10 -1.08
C -1.914737 -4.773091 4.963619 0.02 -0.50 0.01 -1.10
P -1.520643 -3.043810 4.645724 -0.12 0.20 -0.25 1.21
C -2.928127 -2.337652 3.751644 -0.35 0.02 0.04 -1.49
C -3.489152 -3.047102 2.508511 0.11 -0.14 -0.09 -0.94
C -2.620702 -2.994362 1.249505 0.07 0.05 0.05 -0.46
C -2.077701 -1.610131 0.923076 0.04 -0.10 -0.21 -0.94
C -0.109441 -2.978720 3.531587 0.46 -0.19 -0.19 -0.22
C 1.272543 -3.532034 3.915464 0.08 0.00 0.18 -1.05
C 2.102893 -2.724603 4.913693 -0.10 0.04 0.10 0.24
C 2.151124 -1.224364 4.642135 0.05 -0.07 0.02 -1.39
C -1.436633 -1.930339 6.065195 -0.05 0.35 0.55 -0.95
C -0.387589 -1.966936 7.189770 0.31 -0.07 -0.17 -1.11
C -0.067160 -3.322715 7.840701 -0.05 0.08 0.21 0.39
C -0.662794 -3.463739 9.240513 -0.03 -0.06 -0.07 -1.78
H -1.637419 -6.094511 7.618454 0.01 -0.01 0.02 0.27
H -2.742375 -5.797321 8.955911 0.02 -0.02 0.02 0.39
H -3.174376 -6.956291 7.702999 0.02 -0.01 -0.02 0.42
H -2.980886 -3.916888 7.387501 0.00 0.01 -0.03 -0.23
H -4.441015 -4.872868 7.370848 -0.01 0.02 -0.01 0.45
H -4.055511 -4.500825 5.081889 0.02 -0.02 -0.03 0.33
H -3.513185 -6.133622 5.359581 0.02 -0.02 -0.05 0.54
H -1.874505 -5.231039 3.968494 0.05 0.11 -0.05 0.64
H -1.109409 -5.254003 5.522316 0.04 0.11 0.03 0.69
H -2.665647 -1.302451 3.522431 0.07 -0.02 -0.02 0.79
H -3.732649 -2.267503 4.490943 0.08 -0.02 0.08 0.61
H -4.448076 -2.571214 2.293074 0.01 0.04 0.03 0.52
H -3.720208 -4.091160 2.738403 -0.04 0.03 0.07 0.25
H -3.214739 -3.358566 0.409665 -0.04 0.01 0.02 0.52
H -1.793387 -3.702896 1.331295 -0.02 -0.03 -0.02 0.23
H -2.875997 -0.920156 0.645886 0.00 0.02 0.03 0.40
H -1.381269 -1.670228 0.087636 -0.03 0.11 -0.05 0.24
H -1.526240 -1.169236 1.753922 0.01 0.04 -0.05 0.09
H -0.030347 -1.959661 3.147490 -0.04 0.04 0.11 0.21
H -0.440123 -3.579379 2.681729 -0.14 0.09 0.01 -0.07
H 1.834498 -3.600418 2.982011 -0.08 0.01 -0.06 0.49
H 1.167976 -4.558205 4.279177 0.01 -0.01 -0.03 0.36
H 3.120114 -3.119224 4.895221 0.00 -0.03 -0.02 0.47
H 1.743051 -2.913698 5.926303 -0.03 0.03 -0.02 -0.35
H 2.665828 -1.007090 3.705479 -0.05 0.02 -0.04 0.38
H 2.686253 -0.711319 5.441118 0.04 0.01 -0.03 0.41
H 1.156348 -0.775868 4.586312 0.00 0.01 0.01 0.28
H -2.437443 -1.957029 6.507386 -0.05 -0.17 -0.11 0.73
H -1.377532 -0.939155 5.600054 -0.03 -0.04 -0.10 0.59
H -0.744088 -1.281848 7.961325 -0.07 0.01 -0.02 0.60
H 0.527413 -1.507063 6.819069 -0.02 -0.05 -0.07 0.20
H 1.015227 -3.428734 7.928137 0.01 -0.03 -0.06 0.51
H -0.398272 -4.151855 7.213372 -0.02 0.01 -0.03 -0.22
H -0.191100 -2.759716 9.926504 -0.02 0.04 -0.01 0.47
H -0.504696 -4.467077 9.635190 0.00 0.00 0.02 0.39
H -1.736365 -3.264062 9.246235 -0.01 -0.01 0.00 0.34
```
Positions in Å, forces in eV/Å.

Values from the calculation:
**E_LUMO**: -0.7 eV
**Total charge**: 0
**HOMO**: -4.3 eV
**Energy**: -2934.469390 Ha
**Orbital gap**: 3.614 eV